A 2-piece molecular cluster, H2N4O2 overall in a non-equilibrium geometry. Source: OMol25; level of theory: the ωB97M-V functional and the def2-TZVPD basis.

The geometry in XYZ format:
```
8
Properties=species:S:1:pos:R:3:forces:R:3
H -0.642 -0.688 0.357 -1.80 -1.34 2.03
N -0.105 -0.263 -0.324 -0.51 3.06 -1.33
N 0.121 0.896 0.098 -1.07 0.56 -0.52
O -0.346 1.474 1.098 0.61 -0.40 -0.11
H 0.683 1.486 -0.546 -0.02 -0.36 0.31
N 1.724 -1.178 -0.633 1.92 -3.22 -0.21
N 1.559 -2.272 -0.863 1.35 1.96 -0.56
O 1.431 -3.388 -1.249 -0.49 -0.26 0.38
```
Positions in Å, forces in eV/Å.

Properties
SMILES string: [H]/N=[NH+]\[O-].N#[N+][O-]
Highest occupied orbital energy in eV: -9.7780
Energy in Ha: -370.5142